Density functional theory data (ωB97M-V/def2-TZVPD) for a structure of composition C28H23N5O7SeSiV in a non-equilibrium geometry.

Last column: natural (NBO) charge in e.
CARTESIAN COORDINATES (ANGSTROEM)
V -0.40582 -0.45063 -0.29241  0.93
C -1.10422 3.96585 -2.21985  -0.25
C -0.34778 2.83638 -1.87670  0.07
N -0.88277 1.64995 -1.71893  -0.43
C -2.20624 1.49614 -1.91636  0.22
C -3.05698 2.56950 -2.27612  -0.09
C -2.45589 3.83731 -2.40938  -0.12
C -4.42907 2.30523 -2.46841  -0.17
C -4.91045 1.03174 -2.31731  -0.19
C -4.07171 -0.04584 -1.99456  -0.19
C -2.72408 0.16862 -1.77979  0.11
N -1.74256 -0.72822 -1.45944  -0.43
C -1.44093 -1.89226 -2.11326  0.09
C -2.23733 -2.96924 -2.44412  -0.17
C -1.67424 -4.07328 -3.10324  -0.18
C -0.34844 -4.11788 -3.45575  -0.16
C 0.50161 -3.03333 -3.14914  -0.10
C 1.87639 -2.95503 -3.45832  -0.08
C 2.58568 -1.83428 -3.10833  -0.25
C 1.95205 -0.80513 -2.39619  0.13
N 0.67712 -0.85883 -2.08809  -0.43
C -0.05325 -1.93004 -2.46218  0.22
H -0.61632 4.91647 -2.35198  0.23
H 0.72470 2.90080 -1.73384  0.20
H -3.06165 4.69325 -2.66789  0.23
H -5.08725 3.11991 -2.72676  0.23
H -5.96500 0.83996 -2.44734  0.23
H -4.49530 -1.03199 -1.87575  0.23
H -3.28064 -2.98537 -2.16413  0.23
H -2.31593 -4.90770 -3.34100  0.24
H 0.05602 -4.97632 -3.96951  0.23
H 2.35640 -3.78267 -3.95969  0.24
H 3.63012 -1.74581 -3.35560  0.25
H 2.50302 0.06123 -2.04518  0.23
O -1.88595 -2.46789 2.77370  -0.54
C -1.04769 -2.01608 2.03279  0.78
O -1.33980 -1.44423 0.90319  -0.60
C 0.41956 -2.07569 2.37156  -0.25
C 0.83587 -2.55826 3.60239  -0.08
C 2.18847 -2.59634 3.91244  -0.02
C 3.14100 -2.07661 3.04179  -0.12
C 2.72768 -1.57562 1.82806  -0.06
C 1.36792 -1.63596 1.42666  0.47
O 1.06970 -1.31400 0.21432  -0.60
N 3.61696 -0.90350 0.92239  0.53
O 3.17807 0.11765 0.41446  -0.41
O 4.70836 -1.36784 0.71606  -0.33
N 2.62976 -3.16102 5.17943  0.53
O 1.78595 -3.62470 5.90505  -0.35
O 3.81664 -3.12624 5.40139  -0.37
H 0.10873 -2.90845 4.32116  0.28
H 4.18121 -2.05071 3.33283  0.28
C -0.72518 4.36250 2.18482  -1.13
Si 0.77084 3.19659 2.41726  1.67
C 0.81864 2.35687 4.13119  -1.13
C 2.39343 3.49032 1.44958  -1.14
Se -0.20435 1.20070 1.09907  -0.09
H -0.66490 5.25342 2.80167  0.26
H -1.63069 3.82058 2.45838  0.26
H -0.83284 4.67535 1.14861  0.25
H 0.97244 3.08160 4.92567  0.26
H 1.60789 1.61199 4.20118  0.26
H -0.12866 1.84879 4.31268  0.27
H 3.12063 4.08029 2.00321  0.27
H 2.20289 4.00968 0.51077  0.25
H 2.84817 2.52837 1.20276  0.28

As for the total charge: +1. As for the HOMO energy: -11.0228 eV. As for the LUMO energy: -4.57 eV. Its energy relative to the best compared isomer or geometry (same formula, charge and spin) is 85.5 kJ/mol. The calculation puts the gap between HOMO and LUMO at 6.456 eV. The calculation puts the largest force on an atom at 2.5 eV/A. The molar mass is 699.51 g mol⁻¹.

Density functional theory data (ωB97M-V/def2-TZVPD) for a structure of composition C25H25F2N5O4S.

Last column: natural (NBO) charge in e.
CARTESIAN COORDINATES (ANGSTROEM)
N -7.15465 -0.20286 -1.06696  -0.80
C -6.53922 0.82006 -0.44240  0.64
O -7.13475 1.77228 0.03503  -0.63
C -5.06958 0.68817 -0.38090  0.01
N -4.45705 -0.35841 -0.89059  -0.58
S -2.86011 -0.29108 -0.66601  0.68
C -2.87904 1.23900 0.16420  -0.43
C -4.21841 1.65295 0.24951  0.22
N -4.66722 2.78341 0.79511  -0.78
H -4.00044 3.34526 1.30698  0.44
H -5.66893 2.90835 0.84433  0.43
C -1.80399 1.98184 0.80445  0.67
O -2.08761 2.99964 1.43756  -0.66
N -0.50144 1.59217 0.70265  -0.42
C 0.45594 2.25081 1.57435  -0.25
C 1.39948 3.14559 0.81810  -0.11
C 2.75944 3.16954 1.09574  0.46
C 3.64581 3.96991 0.40085  -0.30
C 3.16204 4.78641 -0.60544  -0.20
C 1.80704 4.79924 -0.89209  -0.23
C 0.93762 3.98968 -0.18462  -0.19
H -0.11993 4.00582 -0.40020  0.23
H 1.42641 5.44572 -1.66821  0.22
H 3.84273 5.41474 -1.15879  0.22
H 4.69417 3.94302 0.65261  0.23
F 3.24707 2.37256 2.07582  -0.34
H 1.00485 1.49886 2.14510  0.22
H -0.13173 2.85879 2.27108  0.27
C -0.05460 0.43065 -0.03688  -0.17
C 1.40827 0.52685 -0.41080  -0.08
C 1.77212 1.20070 -1.57192  -0.17
C 3.10130 1.33665 -1.92292  -0.28
C 4.06439 0.77723 -1.10212  0.41
C 3.73161 0.08161 0.04518  -0.30
C 2.39676 -0.03857 0.38646  -0.13
H 2.12782 -0.56346 1.29049  0.22
H 4.50690 -0.33889 0.66481  0.24
F 5.36239 0.90978 -1.43647  -0.32
H 3.39618 1.86984 -2.81217  0.24
H 1.00924 1.63778 -2.19847  0.22
H -0.62756 0.38326 -0.97194  0.23
C -0.31982 -0.85783 0.77490  0.68
O -0.66101 -0.84295 1.93331  -0.61
N -0.13678 -1.97873 0.04546  -0.63
H 0.18517 -1.89533 -0.90557  0.40
C -0.24719 -3.30487 0.60151  -0.25
H -0.93533 -3.90336 -0.00181  0.19
H -0.65613 -3.20091 1.60834  0.25
C 1.12000 -4.01280 0.69807  0.10
C 1.65985 -4.44322 -0.67232  -0.43
H 2.74991 -4.45996 -0.65638  0.22
C 1.11170 -5.86292 -0.80167  -0.43
H 0.08169 -5.84437 -1.15887  0.20
C 1.16585 -6.34174 0.64809  -0.07
H 2.14529 -6.78431 0.87525  0.17
O 0.97931 -5.19606 1.46390  -0.52
H 0.38777 -7.06885 0.89208  0.19
H 1.70261 -6.48939 -1.46508  0.22
H 1.33270 -3.78617 -1.47554  0.20
H 1.81511 -3.34498 1.22297  0.18
H -6.60674 -0.96636 -1.42390  0.42
H -8.15729 -0.20981 -1.14326  0.41

As for the HOMO energy: -8.1823 eV. As for the LUMO energy: -0.11 eV. Its energy relative to the best compared isomer or geometry (same formula, charge and spin) is 6.4 kJ/mol. The calculation puts the gap between HOMO and LUMO at 8.077 eV. The calculation puts the largest force on an atom at 0.9 eV/A. The molar mass is 529.57 g mol⁻¹.

Density functional theory data (ωB97M-V/def2-TZVPD) for a cluster of 2 separate species, C5H10O2 in total in a non-equilibrium geometry.

Last column: natural (NBO) charge in e.
CARTESIAN COORDINATES (ANGSTROEM)
C 1.13440 1.53325 2.21239  -0.40
C 1.06960 0.65828 1.23009  -0.16
C 0.00765 0.70101 0.14655  -0.45
C 0.66105 0.60735 -1.22989  -0.52
C -0.04289 -0.46495 -2.03117  0.46
O 0.14058 -1.64207 -1.87192  -0.53
H 1.92400 1.61734 2.94876  0.20
H 0.39960 2.32026 2.33305  0.19
H 1.78846 -0.14220 1.08612  0.20
H -0.58596 1.60721 0.26855  0.22
H -0.70769 -0.08628 0.40398  0.23
H 1.74494 0.49933 -1.22277  0.23
H 0.57030 1.54575 -1.74912  0.22
H -0.81245 -0.10075 -2.73913  0.11
O -2.30014 -1.07012 1.16749  -0.92
H -2.20599 -1.74539 1.86051  0.47
H -1.65893 -1.46106 0.55959  0.46

As for the HOMO energy: -9.7881 eV. As for the LUMO energy: 0.88 eV. Its energy relative to the best compared isomer or geometry (same formula, charge and spin) is 243.6 kJ/mol. The calculation puts the gap between HOMO and LUMO at 10.668 eV. The calculation puts the largest force on an atom at 1.4 eV/A. The molar mass is 102.13 g mol⁻¹.

Density functional theory data (ωB97M-V/def2-TZVPD) for a structure of composition C32H38BCl2N7O2Zn.

Last column: Mulliken charge in e.
CARTESIAN COORDINATES (ANGSTROEM)
Zn -0.21453 -0.04920 -1.46971  0.29
C -1.48863 -3.12160 -0.08761  -1.70
C -2.09933 -3.54910 -1.41091  0.73
C -3.62853 -3.53960 -1.30851  -1.54
C -1.66883 -2.72900 -2.58781  0.51
C -1.89163 -3.14570 -3.90581  -1.39
C -1.34203 -2.16390 -4.69461  -0.23
N -0.83043 -1.22330 -3.89231  0.12
N -1.02793 -1.55760 -2.60161  -0.18
B -0.05703 0.01790 -4.34511  0.25
N -0.75753 1.27700 -3.84021  0.23
C -1.25303 2.26910 -4.58701  -0.20
C -1.78613 3.21630 -3.74591  -1.37
C -1.57063 2.72250 -2.45401  0.22
N -0.94493 1.54600 -2.53531  0.04
C -1.98433 3.43160 -1.20461  0.83
C -1.81643 2.56910 0.03239  -1.21
C -1.20073 4.74440 -1.07281  -1.46
N 1.35167 -0.02820 -3.75191  -0.02
C 2.49777 -0.01440 -4.44061  -0.34
C 3.53807 -0.04000 -3.54291  -1.37
C 2.93277 -0.07330 -2.28011  0.19
N 1.60567 -0.06320 -2.43021  0.52
C 3.70227 -0.10460 -0.99551  0.91
C 2.81907 -0.13580 0.23849  -1.10
C 4.65377 -1.30640 -0.99121  -1.60
H -1.66283 -3.89010 0.66419  0.57
H -1.95653 -2.20390 0.25329  0.29
H -0.41693 -2.96030 -0.18621  0.31
H -1.77683 -4.57580 -1.63091  0.40
H -3.98953 -2.52080 -1.19491  0.31
H -3.94413 -4.11430 -0.44171  0.40
H -4.07863 -3.97440 -2.19611  0.46
H -2.37793 -4.04620 -4.21851  0.48
H -1.27803 -2.08660 -5.76251  0.49
H 0.00357 0.04150 -5.52921  -0.13
H -1.20033 2.24160 -5.65761  0.50
H -2.27073 4.13270 -4.01491  0.48
H -3.04583 3.68590 -1.32501  0.38
H -0.76403 2.34840 0.20179  -0.33
H -2.35463 1.63100 -0.06981  0.29
H -2.20693 3.08270 0.90679  0.71
H -0.13193 4.54520 -1.02881  0.29
H -1.49283 5.25300 -0.15711  0.39
H -1.40033 5.40370 -1.91541  0.42
H 2.50397 0.01260 -5.51251  0.49
H 4.58737 -0.02680 -3.75691  0.46
H 4.31387 0.80740 -0.97741  0.31
H 2.17177 -1.00630 0.21649  0.11
H 2.19257 0.75010 0.29299  -0.05
H 3.42877 -0.17790 1.13669  0.64
H 4.08917 -2.23470 -1.02861  0.34
H 5.24697 -1.29940 -0.08031  0.41
H 5.33017 -1.27810 -1.84091  0.43
Cl 1.84717 -0.72610 5.33529  -0.19
C 2.07617 0.56500 4.19779  0.36
C 3.35437 0.78350 3.71609  -0.46
C 3.62007 1.86760 2.89889  -0.59
C 2.60187 2.75430 2.59239  -0.66
C 1.32647 2.51610 3.05999  0.70
Cl 0.08357 3.67270 2.70029  -0.23
C 0.99557 1.39140 3.84019  -0.43
N -0.28473 1.20690 4.26299  0.07
C -0.93943 0.00980 4.62199  -0.34
C -1.74483 0.04840 5.75949  -0.57
C -2.46513 -1.06240 6.15419  -0.65
C -2.37143 -2.22850 5.41319  -0.78
C -1.58373 -2.26390 4.27729  -0.83
C -0.86043 -1.15580 3.85049  1.03
C -0.09713 -1.23040 2.56309  0.15
C -0.80053 -0.47540 1.40939  -0.25
O -1.93053 -0.05160 1.52499  -0.79
O -0.06563 -0.38920 0.35659  -0.10
H 4.14067 0.10240 4.00079  0.44
H 4.61537 2.03430 2.51919  0.44
H 2.79087 3.63110 1.99289  0.43
H -0.91423 1.96710 4.04699  0.30
H -1.80323 0.96650 6.33059  0.48
H -3.08973 -1.02170 7.03669  0.38
H -2.91543 -3.11030 5.71629  0.41
H -1.53893 -3.17850 3.70199  0.38
H -0.02193 -2.27390 2.25259  0.70
H 0.91687 -0.83850 2.62639  -0.38

As for the HOMO energy: -7.7338 eV. As for the LUMO energy: 0.56 eV. The calculation puts the gap between HOMO and LUMO at 8.294 eV. The calculation puts the largest force on an atom at 0.8 eV/A. The molar mass is 699.81 g mol⁻¹.

Density functional theory data (ωB97M-V/def2-TZVPD) for a cluster of 2 separate species, C3H7N2P in total in a non-equilibrium geometry.

Last column: natural (NBO) charge in e.
CARTESIAN COORDINATES (ANGSTROEM)
C -1.44803 0.60308 -0.12068  -0.24
C -0.34657 0.90770 0.62894  -0.07
C -1.49058 -0.89026 -0.15937  -0.29
N -0.23607 -1.23412 0.41932  -0.36
N 0.33721 -0.17664 0.90013  -0.23
P 2.79666 -0.15818 -0.32027  0.07
H -2.28247 1.19316 -0.33426  0.21
H 0.15068 1.89637 0.73595  0.22
H -2.21651 -1.28699 0.45987  0.20
H -1.71203 -1.30138 -1.19014  0.21
H -0.17196 -2.07209 0.90213  0.38
H 3.67332 -0.09422 0.95938  -0.04
H 2.37312 1.12713 -0.18475  -0.07

As for the HOMO energy (spin up / spin down): -7.1377 / -7.5943 eV. As for the LUMO energy (spin up / spin down): -0.22 / 0.13 eV. Its energy relative to the best compared isomer or geometry (same formula, charge and spin) is 231.9 kJ/mol. The calculation puts the gap between HOMO and LUMO (spin up / spin down) at 6.922 / 7.721 eV. The calculation puts the largest force on an atom at 4.2 eV/A. The molar mass is 102.08 g mol⁻¹.